1.
Here is a cluster of 22 separate species, C88H154N22 in total in a non-equilibrium geometry from the OMol25 dataset. Energies are from the ωB97M-V functional and the def2-TZVPD basis.

The geometry in XYZ format:
```
264
C88H154N22 | the OMol25 dataset | the ωB97M-V functional and the def2-TZVPD basis
C -3.73595 -5.01180 -1.55388
C -2.85141 -5.38429 -0.30154
C -3.59278 -5.24356 1.01522
C -4.53543 -6.38813 1.29909
N -5.24137 -7.28635 1.49052
H -4.22556 -4.04415 -1.44421
H -4.39527 -5.76624 -1.98309
H -3.03308 -4.80170 -2.36006
H -2.03932 -4.66507 -0.19509
H -2.47726 -6.39170 -0.48385
H -4.21559 -4.35322 0.92849
H -2.87873 -5.12210 1.82976
C 1.03041 0.16246 -0.24230
C -0.13250 0.92763 0.54090
C -0.78165 0.12585 1.63222
C -1.68135 -0.94522 1.19771
N -2.36371 -1.82224 0.82030
H 0.64365 -0.78370 -0.62083
H 1.81132 -0.16920 0.44201
H 1.42112 0.65392 -1.13332
H -0.85639 1.32024 -0.17319
H 0.36001 1.81043 0.94858
H -1.23204 0.78496 2.37439
H 0.01301 -0.33032 2.22258
C 4.01143 -1.13888 3.42855
C 4.87935 -2.44233 3.57633
C 6.15715 -2.22715 4.39547
C 7.00933 -1.16162 3.93920
N 7.65250 -0.27532 3.64601
H 4.50856 -0.30686 2.92986
H 3.68197 -0.81466 4.41569
H 3.13209 -1.33320 2.81446
H 5.10944 -2.72767 2.54981
H 4.31802 -3.28733 3.97506
H 6.71680 -3.16240 4.41013
H 5.87421 -2.05818 5.43446
C -6.04311 -0.75502 -2.26278
C -4.67579 -0.67567 -1.57895
C -3.59643 0.14451 -2.36208
C -3.29800 -0.34170 -3.72922
N -3.03794 -0.73758 -4.77822
H -6.85935 -1.09720 -1.62657
H -6.05865 -1.45332 -3.09957
H -6.28830 0.26331 -2.56442
H -4.32863 -1.69292 -1.39787
H -4.80512 -0.32429 -0.55528
H -2.64419 -0.03957 -1.86462
H -3.81144 1.19861 -2.18672
C 2.35048 -4.96675 5.72138
C 1.78370 -3.93042 6.71530
C 1.82237 -2.53411 6.23369
C 1.03443 -2.26110 5.00516
N 0.44776 -2.01791 4.06649
H 2.29413 -5.93383 6.22106
H 3.40799 -4.82277 5.49996
H 1.82185 -4.97384 4.76817
H 2.23205 -3.97347 7.70789
H 0.77448 -4.27441 6.94167
H 2.83897 -2.16942 6.08664
H 1.43391 -1.98446 7.09105
C -3.86935 -2.55979 7.38331
C -3.79720 -2.37013 5.85413
C -2.37707 -2.46942 5.21577
C -2.03983 -3.89643 5.15545
N -1.84659 -5.04937 5.14514
H -3.08495 -2.00538 7.89854
H -3.76660 -3.63566 7.52488
H -4.83924 -2.32504 7.82183
H -4.13330 -1.34374 5.70689
H -4.47358 -3.11889 5.44187
H -1.63215 -2.05976 5.89795
H -2.33864 -1.96048 4.25265
C -0.96775 0.69811 6.61627
C 0.18311 1.21900 5.81824
C 1.00649 2.28987 6.50044
C 0.29964 3.47278 6.91104
N -0.28099 4.42590 7.27622
H -0.66838 0.06535 7.45179
H -1.58244 0.00859 6.03763
H -1.63532 1.49358 6.94747
H -0.25485 1.60198 4.89648
H 0.80563 0.38677 5.48969
H 1.85034 2.61499 5.89190
H 1.50629 1.80062 7.33646
C -7.39680 -3.86768 -1.49598
C -7.66437 -5.36142 -1.30486
C -8.10478 -5.76980 0.06309
C -9.46199 -5.28576 0.41983
N -10.52065 -4.87028 0.70069
H -8.28139 -3.26875 -1.27943
H -7.06389 -3.76506 -2.52880
H -6.62385 -3.50209 -0.81997
H -6.72595 -5.80925 -1.63182
H -8.39682 -5.68662 -2.04368
H -7.28650 -5.32816 0.63183
H -8.16333 -6.84831 0.20966
C 4.74995 -4.25601 -2.72124
C 5.90120 -4.46313 -1.75370
C 7.29384 -4.59819 -2.46830
C 7.66655 -3.36595 -3.08451
N 7.96194 -2.33710 -3.56141
H 4.66167 -5.13703 -3.35694
H 4.84166 -3.31854 -3.26972
H 3.76447 -4.21317 -2.25746
H 5.77793 -5.41483 -1.23680
H 5.91020 -3.70475 -0.97084
H 7.19235 -5.32495 -3.27429
H 8.07843 -4.89681 -1.77307
C 4.42650 1.81781 5.96098
C 5.25699 2.39729 4.79507
C 4.53411 3.46405 3.89410
C 3.29621 2.93682 3.26323
N 2.34164 2.56480 2.74759
H 3.51984 1.27983 5.68412
H 4.23237 2.61292 6.68084
H 5.01045 1.10965 6.54887
H 5.61292 1.52256 4.25077
H 6.16139 2.80733 5.24455
H 5.21425 3.73237 3.08571
H 4.24606 4.37024 4.42696
C -5.52466 6.31776 -1.64994
C -4.41311 6.37274 -2.78839
C -3.71368 5.01970 -2.92106
C -4.60156 3.90528 -3.36406
N -5.28145 3.02795 -3.69060
H -5.01385 6.07644 -0.71777
H -6.21340 5.49707 -1.85048
H -6.15035 7.20956 -1.68624
H -3.68678 7.14660 -2.54005
H -4.88491 6.56894 -3.75120
H -3.23271 4.72518 -1.98832
H -2.91945 5.14779 -3.65651
C -1.77568 4.21370 3.50842
C -0.74473 4.21511 2.44192
C -1.29434 4.26127 0.98375
C -2.50701 3.46754 0.63943
N -3.48602 2.90370 0.31718
H -2.17871 3.20695 3.61853
H -2.59311 4.86864 3.20682
H -1.33409 4.65985 4.39951
H -0.11970 3.32507 2.51449
H -0.09591 5.08928 2.49614
H -0.52338 4.02205 0.25129
H -1.52001 5.31195 0.80141
C -5.80928 4.40013 2.98448
C -6.02716 5.38175 1.87356
C -7.14656 6.35595 2.35762
C -6.76987 7.18842 3.50898
N -6.40394 7.86205 4.35823
H -6.78310 3.95391 3.18613
H -5.40248 4.87975 3.87475
H -5.13364 3.61686 2.64081
H -6.32179 4.96683 0.90964
H -5.15589 6.00166 1.66210
H -8.06134 5.81852 2.60754
H -7.40489 7.01569 1.52931
C 1.67142 7.99518 -3.97385
C 0.83617 6.94349 -4.74554
C 0.52137 5.62742 -3.97745
C -0.10676 5.87234 -2.64798
N -0.55705 6.06169 -1.60504
H 2.53778 7.49448 -3.54163
H 1.22107 8.55115 -3.15155
H 2.00095 8.72414 -4.71420
H 1.21389 6.57630 -5.69979
H -0.09091 7.37601 -5.12177
H 1.45891 5.09430 -3.81967
H -0.07069 4.96025 -4.60391
C 4.44424 -1.50395 -5.76598
C 5.83454 -0.89029 -6.17503
C 5.91222 0.63766 -6.15895
C 5.34160 1.23492 -4.95627
N 4.82234 1.67735 -4.01395
H 4.30522 -1.20438 -4.72721
H 4.41867 -2.59113 -5.84004
H 3.59991 -1.23503 -6.40071
H 6.00808 -1.22632 -7.19732
H 6.59905 -1.26471 -5.49427
H 5.38780 1.06277 -7.01473
H 6.96697 0.89026 -6.26753
C 3.05903 -5.02206 1.44711
C 1.56521 -5.12415 1.54919
C 0.81105 -3.94585 0.87040
C 1.06404 -3.72840 -0.56698
N 1.29558 -3.54042 -1.66580
H 3.55790 -5.66973 2.16805
H 3.45093 -4.06722 1.79756
H 3.35823 -5.17131 0.40967
H 1.14313 -5.08995 2.55357
H 1.24422 -6.10522 1.19910
H 1.08018 -3.03060 1.39766
H -0.25129 -4.06867 1.08123
C 2.86250 3.70356 -6.08333
C 2.47489 2.78052 -7.25756
C 2.86303 3.52659 -8.58510
C 2.37906 4.91592 -8.68176
N 2.01026 5.97853 -8.71203
H 3.92830 3.93012 -6.11220
H 2.63155 3.22825 -5.13000
H 2.40260 4.69178 -6.08674
H 1.40098 2.61710 -7.34767
H 3.03110 1.84317 -7.26822
H 2.64085 3.03186 -9.53061
H 3.94636 3.64589 -8.60141
C 3.90893 2.63217 -0.37316
C 2.95652 3.62942 -1.00703
C 2.27750 4.57285 0.05568
C 3.20819 5.38064 0.80216
N 3.96755 6.01545 1.40920
H 3.24906 2.01370 0.23527
H 4.54216 3.11618 0.37038
H 4.49470 2.01462 -1.05404
H 2.15444 3.08626 -1.50677
H 3.47034 4.23506 -1.75355
H 1.67413 3.90010 0.66514
H 1.58852 5.28408 -0.39991
C 4.47796 -1.30822 -0.15604
C 5.71684 -0.87063 -0.89104
C 6.89184 -0.80194 0.06948
C 7.27432 -2.08905 0.60979
N 7.60297 -3.10684 1.05626
H 4.18158 -0.61795 0.63376
H 4.57039 -2.33269 0.20453
H 3.64770 -1.38201 -0.85842
H 5.51645 0.13652 -1.25654
H 6.02422 -1.54600 -1.68948
H 6.69603 -0.28474 1.00877
H 7.81855 -0.36053 -0.29721
C 0.72598 -1.10826 -3.83590
C 1.07677 0.13752 -4.69533
C -0.04179 1.16542 -4.91043
C -0.57009 1.82995 -3.66404
N -0.93346 2.31827 -2.70254
H 1.52283 -1.84916 -3.90071
H -0.27847 -1.49224 -4.01404
H 0.82485 -0.81801 -2.78992
H 1.33016 -0.25010 -5.68206
H 1.91758 0.62935 -4.20621
H -0.87788 0.69367 -5.42668
H 0.28421 1.98139 -5.55543
C -0.13943 -4.36942 -4.54737
C -0.74221 -3.78104 -5.82767
C -0.17653 -4.34362 -7.11770
C 1.29623 -4.21288 -7.18941
N 2.45777 -4.07717 -7.27016
H -0.69836 -5.24523 -4.21774
H -0.27323 -3.63575 -3.75243
H 0.92710 -4.59280 -4.57402
H -0.69133 -2.69491 -5.90411
H -1.82699 -3.88458 -5.80235
H -0.60179 -3.77594 -7.94534
H -0.42545 -5.39914 -7.22726
C -5.64809 -2.21704 2.45275
C -6.51423 -0.93364 2.60057
C -5.77052 0.36974 2.42600
C -4.63387 0.56250 3.37343
N -3.75341 0.71332 4.10495
H -4.91699 -2.38168 3.24425
H -5.13542 -2.11464 1.49630
H -6.22989 -3.13861 2.43457
H -7.06453 -0.88938 3.54042
H -7.29236 -0.88886 1.83860
H -6.50322 1.15810 2.59841
H -5.41350 0.52941 1.40858
```

Summary:
Energy in eV: -126531.524
HOMO in eV: -11.28
E_LUMO in Ha: -0.0034

=====

2.
Here is a structure of composition C22H25AsF3NO4PSV in a non-equilibrium geometry from the OMol25 dataset. Energies are from the ωB97M-V functional and the def2-TZVPD basis.

The geometry in XYZ format:
```
59
C22H25AsF3NO4PSV | the OMol25 dataset | the ωB97M-V functional and the def2-TZVPD basis
V 1.01914 0.32852 1.26496
N 1.95857 -1.64664 0.87835
C 1.37966 -2.48744 -0.17534
C 2.12219 -3.52692 -0.71815
C 1.56802 -4.31089 -1.71706
C 0.27633 -4.06025 -2.16727
C -0.45327 -3.02031 -1.62031
C 0.09107 -2.21967 -0.61617
P -0.74060 -0.77395 0.10635
C -2.08303 -1.43522 1.13069
C -2.27662 -2.79820 1.32290
C -3.27128 -3.24717 2.18470
C -4.07302 -2.33821 2.85452
C -3.87953 -0.97355 2.67027
C -2.88437 -0.52397 1.82085
C -1.55764 -0.00444 -1.32717
C -0.76536 0.73643 -2.20448
C -1.31651 1.31970 -3.33336
C -2.67467 1.17763 -3.59384
C -3.46845 0.44048 -2.72920
C -2.91303 -0.15292 -1.60224
H 1.92472 -2.17063 1.75280
H 2.94851 -1.52114 0.68557
H 3.12607 -3.72447 -0.36089
H 2.14628 -5.11885 -2.14547
H -0.15320 -4.67237 -2.94882
H -1.45337 -2.81386 -1.98438
H -1.66117 -3.52272 0.80538
H -3.41320 -4.31036 2.32711
H -4.84494 -2.68718 3.52782
H -4.49657 -0.25778 3.19742
H -2.72764 0.54282 1.69888
H 0.29790 0.82926 -2.01033
H -0.69091 1.87865 -4.01867
H -3.10912 1.63690 -4.47204
H -4.52430 0.32089 -2.93374
H -3.54411 -0.72901 -0.93779
F 2.79312 0.60351 2.97618
C 2.12880 1.59729 3.63722
F 2.53526 1.64206 4.87899
F 2.43946 2.74068 3.02352
S 0.30732 1.22705 3.49488
O -0.30614 1.61781 4.70947
O -0.05706 1.94795 2.25812
O 0.32177 -0.23726 3.18388
C 0.91453 3.87611 -0.18971
As 2.33916 2.74358 -0.73880
C 2.44978 2.72944 -2.64234
C 3.98331 3.36277 -0.01282
O 2.03455 1.14235 -0.23398
H 1.10280 4.87151 -0.59337
H 0.84872 3.90694 0.89511
H -0.01559 3.48029 -0.59602
H 3.33629 3.26754 -2.97223
H 1.56175 3.19201 -3.06857
H 2.51362 1.69147 -2.96331
H 4.22831 4.32298 -0.46630
H 4.76040 2.64071 -0.25682
H 3.89730 3.47007 1.06504
```

Summary:
Multiplicity: 2
Energy in eV: -147698.219
HOMO (spin up / spin down) in eV: -10.38 / -9.81
Charge: +1
Expectation value of S²: 0.78
E_LUMO (spin up / spin down) in Ha: -0.0815 / -0.0814

=====

3.
Here is the molecule C9H18Br2ClO5P in a non-equilibrium geometry from the OMol25 dataset. Energies are from the ωB97M-V functional and the def2-TZVPD basis.

The geometry in XYZ format:
```
36
C9H18Br2ClO5P | the OMol25 dataset | the ωB97M-V functional and the def2-TZVPD basis
C -2.48937 -1.87391 -1.34264
O -1.56801 -0.76687 -1.34281
P -2.23977 0.55701 -0.72104
O -2.93721 0.23410 0.52757
O -3.42412 1.17725 -1.70839
C -3.43982 2.60454 -1.72516
O -1.03975 1.66902 -0.46014
C -0.69988 1.91037 0.92579
Br -1.80807 3.40973 1.53036
C 0.79007 2.19198 1.05270
Cl 1.10908 2.30771 2.81781
Br 1.23046 3.87659 0.15920
C 1.59187 1.09925 0.39182
O 1.18927 -0.17598 0.88147
C 2.00054 -1.33653 0.61863
C 3.41048 -1.29778 1.21000
C 1.22450 -2.50473 1.22687
C 2.02789 -1.62086 -0.87218
H -2.19131 -2.58849 -2.08496
H -2.51538 -2.36921 -0.36405
H -3.49618 -1.58138 -1.55344
H -4.33087 3.01590 -2.17812
H -3.45646 2.98728 -0.73684
H -2.57935 2.96208 -2.28404
H -0.95477 1.06271 1.57741
H 2.62397 1.31453 0.53800
H 1.43637 1.10041 -0.68288
H 4.03206 -0.54053 0.67052
H 3.34996 -1.05576 2.27256
H 3.91275 -2.24455 1.16990
H 1.13723 -2.35491 2.30799
H 1.81705 -3.40592 1.07090
H 0.21831 -2.63241 0.79748
H 2.38990 -0.76879 -1.44983
H 2.65097 -2.48541 -1.04717
H 1.02760 -1.87646 -1.19327
```

Summary:
Energy in eV: -181760.357
HOMO in eV: -10.06
SMILES: COP(=O)(OC)O[C@H](Br)[C@](Cl)(Br)COC(C)(C)C
E_LUMO in Ha: 0.0145

=====

Energy relative to the best compared isomer or geometry (same formula, charge and spin) for the records above, in order: 60.3; 5.7; 1.3 kcal/mol